C19H76N38O19 | the ωB97M-V functional and the def2-TZVPD basis

Computed properties:
Gap between HOMO and LUMO, Eh: 0.293
HOMO energy, eV: -8.12
ΔE to the lowest compared entry with this formula, charge and spin, kcal/mol: 309.2
Electronic energy, Eh: -4280.33213

```
152
Properties=species:S:1:pos:R:3:forces:R:3
C -3.404 3.450 -0.725 -3.3 -2.4 1.3
O -4.458 3.435 -0.104 -1.1 0.2 1.3
N -2.719 4.488 -0.925 2.8 5.0 -0.8
N -2.919 2.339 -1.211 0.8 -2.9 -1.0
H -1.812 4.383 -1.358 0.1 0.8 0.3
H -3.055 5.299 -0.426 0.5 0.2 -0.5
H -2.232 2.330 -1.950 0.1 -0.5 0.5
H -3.314 1.540 -0.736 0.3 -0.3 -0.9
C 3.069 2.239 3.319 -4.6 0.1 1.2
O 2.817 2.064 4.472 -0.9 0.2 3.7
N 4.187 1.991 2.834 8.4 -1.8 -1.4
N 2.225 2.529 2.370 -2.9 1.3 -3.3
H 4.388 1.923 1.847 0.2 -0.1 0.3
H 4.771 1.611 3.565 0.7 -0.2 -0.7
H 1.321 2.965 2.486 0.1 0.2 0.5
H 2.726 2.720 1.514 -0.8 0.3 -0.2
C 0.723 3.132 -1.844 0.2 2.5 -4.2
O 0.904 4.147 -2.588 -0.7 -0.9 2.0
N 0.257 2.010 -2.343 -1.5 -2.6 -2.0
N 0.893 2.943 -0.588 1.5 1.3 5.2
H 0.006 1.910 -3.316 0.4 -0.1 0.4
H 0.399 1.221 -1.729 -0.5 -0.6 -0.8
H 1.039 2.034 -0.174 -0.3 -0.3 -0.2
H 1.046 3.709 0.052 0.3 0.6 -0.2
C -3.600 -0.226 3.016 3.8 -0.6 -1.5
O -2.499 -0.820 2.906 -1.2 -0.3 0.2
N -4.659 -0.710 3.584 -2.2 -2.0 2.0
N -3.770 0.955 2.473 -0.8 1.7 -0.2
H -4.557 -1.603 4.045 -0.3 0.2 0.2
H -5.497 -0.161 3.712 0.2 -0.4 0.0
H -4.673 1.332 2.721 0.5 1.0 -1.1
H -3.069 1.324 1.846 -0.5 0.4 0.2
C -3.435 -4.729 2.667 2.2 -2.2 2.1
O -2.791 -4.692 3.658 2.2 -0.1 3.8
N -3.569 -5.754 1.884 0.3 -5.3 -1.4
N -4.050 -3.776 2.142 -3.8 6.4 -3.2
H -3.151 -6.617 2.201 -0.3 0.0 -0.5
H -4.056 -5.631 1.007 0.5 -1.1 0.0
H -4.099 -4.093 1.185 -0.7 2.5 -0.6
H -3.752 -2.837 2.364 0.1 0.0 -0.4
C 0.614 -1.719 4.950 1.3 -2.5 7.1
O 0.619 -2.207 6.114 -0.1 0.5 -1.8
N 1.412 -0.768 4.590 3.3 3.7 -1.0
N -0.112 -2.077 3.970 -3.5 -1.5 -4.5
H 1.444 -0.534 3.608 0.4 0.2 0.3
H 2.163 -0.412 5.163 -0.5 0.0 0.1
H -0.212 -1.281 3.357 -0.9 -0.9 -0.6
H -0.790 -2.825 3.958 -0.1 0.3 0.4
C -1.390 3.852 3.350 1.3 -3.2 1.5
O -0.281 3.459 3.189 4.6 -0.4 -1.0
N -1.996 4.766 2.734 -2.2 4.4 -3.1
N -2.149 3.225 4.191 -3.7 -2.0 3.4
H -2.984 4.758 2.941 0.2 1.0 -1.1
H -1.541 5.085 1.890 -0.6 0.4 -0.1
H -3.141 3.378 4.083 0.2 -0.5 0.7
H -1.847 2.464 4.782 0.2 0.2 -0.4
C -3.955 -1.339 -1.683 0.1 -1.6 2.6
O -3.378 -1.821 -0.680 0.0 0.7 -1.0
N -3.400 -0.596 -2.620 2.0 1.2 -0.7
N -5.248 -1.573 -1.899 -0.8 0.4 -0.6
H -2.398 -0.485 -2.549 0.0 0.1 -0.3
H -3.891 -0.167 -3.391 0.2 -0.2 0.3
H -5.492 -1.216 -2.812 -1.4 -0.7 0.4
H -5.768 -2.159 -1.261 -0.1 0.3 -0.5
C 0.430 6.265 0.317 1.3 -0.4 -1.1
O 1.085 5.379 0.769 2.6 -4.3 1.2
N 0.326 6.565 -0.936 0.3 -0.3 -3.9
N -0.185 7.039 1.085 -4.3 5.5 4.5
H -0.281 7.276 -1.318 0.2 -0.4 0.2
H 0.725 5.836 -1.511 0.1 0.1 -1.1
H -0.072 7.020 2.089 0.6 0.0 0.0
H -0.290 7.978 0.727 -0.4 0.0 0.4
C -4.771 -5.087 -1.757 -0.5 0.6 -3.3
O -3.824 -5.081 -1.050 2.8 -0.2 4.0
N -4.677 -4.531 -2.959 -0.1 0.8 -1.9
N -5.927 -5.666 -1.533 -2.7 -1.2 1.7
H -5.512 -4.225 -3.437 0.5 0.0 -0.1
H -3.788 -4.105 -3.180 -0.1 0.1 -0.5
H -6.556 -5.949 -2.271 0.2 0.2 0.4
H -6.160 -5.829 -0.564 -0.2 -0.4 -0.4
C 0.123 -0.176 0.656 2.1 3.4 2.7
O 1.301 0.062 0.317 0.1 0.2 -0.7
N -0.526 0.593 1.557 0.7 1.6 -0.2
N -0.537 -1.189 0.314 -1.3 -3.9 -2.2
H 0.045 1.342 1.920 -0.4 0.0 0.5
H -1.306 0.180 2.048 -0.1 0.0 0.6
H -1.515 -1.266 0.555 0.0 -0.7 -0.4
H 0.029 -1.797 -0.261 -1.0 -0.6 -0.3
C -0.409 -4.167 -1.931 -1.9 0.5 0.1
O 0.678 -4.307 -2.367 5.6 -0.6 -1.8
N -0.972 -5.030 -1.153 -0.7 -3.1 3.3
N -1.120 -3.131 -2.247 -1.5 2.6 -1.2
H -0.277 -5.533 -0.619 -0.6 -0.5 -0.1
H -1.943 -5.018 -0.878 0.1 0.1 0.0
H -0.783 -2.754 -3.122 -0.9 0.7 0.2
H -2.062 -3.032 -1.897 0.1 0.3 -0.3
C 4.772 4.554 0.273 0.8 -1.2 -0.9
O 4.369 4.522 -0.842 -1.6 0.5 -3.2
N 6.008 4.151 0.574 3.4 -0.3 0.8
N 4.081 4.874 1.331 -1.4 0.8 2.3
H 6.709 4.259 -0.145 -0.3 -0.7 0.0
H 6.149 3.453 1.290 0.1 0.4 -0.1
H 3.113 5.085 1.138 -0.2 0.7 0.5
H 4.691 5.350 1.981 -1.0 0.1 0.5
C 2.906 -5.476 2.389 3.4 2.2 1.6
O 3.858 -4.906 2.969 -1.2 -1.1 -0.6
N 2.845 -6.701 2.008 2.4 -6.5 -0.9
N 1.818 -4.892 2.049 -3.7 4.3 -0.6
H 3.693 -7.236 2.127 -0.1 0.0 0.1
H 2.234 -7.134 1.330 -0.2 0.7 0.3
H 1.865 -3.902 2.247 -0.8 0.0 -0.3
H 1.160 -5.283 1.391 0.2 0.4 0.4
C 3.504 -5.006 -4.417 2.2 0.6 -0.7
O 2.665 -5.754 -4.769 -2.7 -2.4 -1.4
N 4.680 -4.866 -5.124 0.4 0.2 -0.2
N 3.386 -4.261 -3.335 0.7 1.5 1.5
H 4.723 -5.360 -6.003 0.2 0.2 0.3
H 5.423 -4.246 -4.834 -0.2 -0.3 -0.3
H 4.187 -3.710 -3.060 -0.5 -0.1 0.5
H 2.538 -4.373 -2.799 0.0 0.1 0.3
C 1.217 -0.646 -3.891 -1.7 -1.4 0.4
O 0.022 -0.651 -3.778 -4.5 0.2 0.2
N 1.871 0.355 -4.272 3.2 5.1 -1.8
N 1.914 -1.700 -3.721 2.8 -4.7 1.0
H 2.859 0.188 -4.394 -0.2 1.0 -0.5
H 1.344 1.114 -4.681 0.8 0.1 0.2
H 2.905 -1.658 -3.530 -0.3 -0.3 -0.2
H 1.463 -2.604 -3.719 0.2 -0.1 0.7
C 2.279 7.071 3.866 -6.7 2.3 -1.6
O 1.447 7.939 3.614 -1.7 0.5 -0.2
N 2.104 5.831 3.982 -3.2 -7.1 0.5
N 3.461 7.328 3.951 11.6 4.1 1.2
H 1.217 5.426 3.720 0.2 -0.3 0.2
H 2.880 5.207 4.149 -0.6 -0.2 -0.1
H 3.733 8.300 3.993 0.2 -0.3 0.0
H 4.129 6.622 4.226 0.1 0.6 0.0
C 4.795 0.911 -0.936 0.4 -0.2 0.3
O 5.588 1.444 -1.639 2.4 1.1 -2.1
N 4.877 -0.332 -0.496 1.2 -4.0 1.0
N 3.744 1.490 -0.447 -3.7 2.9 1.3
H 5.806 -0.713 -0.388 -0.2 0.0 -0.3
H 4.212 -0.671 0.185 0.1 0.1 -0.1
H 3.029 0.974 0.047 -0.2 -0.1 -0.2
H 3.462 2.359 -0.877 0.1 0.2 0.0
C -2.116 -2.929 -5.792 -0.1 0.4 -0.4
O -2.759 -3.109 -4.800 -1.5 -0.3 3.0
N -2.583 -3.251 -6.963 -1.8 -1.6 -3.4
N -0.979 -2.301 -5.876 3.9 1.8 0.7
H -2.022 -3.134 -7.794 -0.6 -0.2 0.1
H -3.481 -3.714 -6.961 0.4 -0.1 -0.4
H -0.344 -2.320 -6.662 -0.5 -0.2 0.0
H -0.609 -1.808 -5.075 -0.1 0.1 0.3
```
Forces are in eV/Å.